Below is an isolated molecule of C4H10N2O, with properties calculated with ωB97M-V/def2-TZVPD.

The value obtained for the HOMO energy is -8.6 eV. The calculation puts the total energy at -343.1264 Eh. The energy above the lowest of the compared OMol25 structures with the same formula, charge and spin is 2.044 eV. The value obtained for the LUMO energy is 0.9 eV. The total charge is 0. For the gap between HOMO and LUMO, the calculation gives 9.4583 eV.

Geometry as XYZ:
```
17
Properties=species:S:1:pos:R:3:forces:R:3
C -1.4945 1.8583 -0.7962 -1.4 1.8 -1.7
C -1.4300 0.3708 -0.5925 0.2 -1.5 2.9
N -0.2199 0.0777 0.2514 0.3 -2.3 -0.1
C 0.3456 -0.9924 1.1812 -2.2 0.1 -0.8
C 1.7623 -1.3922 0.7750 1.2 2.3 1.4
N 2.1040 -1.1405 -0.4992 0.0 -0.9 -0.7
O 2.6329 -1.5482 1.6269 -0.8 -1.2 -0.1
H -0.7031 2.2462 -1.4744 -0.4 -0.3 0.4
H -1.4548 2.4567 0.1415 0.2 -0.8 -0.4
H -2.5190 2.1890 -1.2641 1.9 -0.8 0.6
H -1.4965 -0.3622 -1.4099 0.3 0.9 -0.4
H -2.3148 0.1340 0.0155 -0.1 -0.1 0.0
H 0.3289 0.8281 0.5057 0.6 2.4 0.0
H -0.3048 -1.8891 1.2723 0.3 0.5 -0.3
H 0.3788 -0.5619 2.1953 0.3 -0.3 -0.4
H 1.4160 -0.7246 -1.0990 -0.1 -0.2 -0.3
H 2.9687 -1.5497 -0.8295 -0.2 0.4 0.0
```
Forces are in eV/Å.

Let us look at the Löwdin charges, expressed in e, one per atom: -0.13 -0.27 -0.09 -0.10 -0.55 0.15 0.02 0.07 0.08 0.11 0.11 0.10 0.06 0.12 0.12 0.08 0.12